# CH4N3

A gas-phase ion, CH4N3 (charge +1) at a distorted geometry (the ωB97M-V functional and the def2-TZVPD basis, the OMol25 dataset).

Each atom is followed by the atoms it is bonded to, with distances in Å.
Positions of all 8 atoms, in Å:
1 N 1.773 -1.123 -0.716  C4 1.230, H5 0.940
2 N -0.448 0.086 -0.668  N3 1.441, C4 1.302
3 N -1.077 0.499 0.561  N2 1.441, H6 1.051, H7 0.995, H8 1.124
4 C 0.723 -0.483 -0.692  N1 1.230, N2 1.302
5 H 2.657 -0.892 -0.935  N1 0.940
6 H -0.320 0.326 1.270  N3 1.051
7 H -1.196 1.476 0.410  N3 0.995
8 H -2.110 0.110 0.771  N3 1.124

Properties
Spin multiplicity   1
Calculated total energy   -204.40215 a.u.
SMILES string   N=C=N[NH3+]
Molar mass   58.06 g mol⁻¹
HOMO energy   -0.5800 Eh
Charge   +1
Orbital gap   10.930 eV
Energy relative to the best compared isomer or geometry (same formula, charge and spin)   2.819 eV